Formula: C51H63F3N4O2S
Source: the OMol25 dataset
Level of theory: ωB97M-V/def2-TZVPD

Geometry as XYZ:
```
124
C51H63F3N4O2S ωB97M-V/def2-TZVPD
C -2.6390 0.4826 -0.6053
C -2.6458 0.6631 0.9146
C -3.5436 1.8437 1.3034
C -1.2071 0.8319 1.4063
C -0.4514 1.8595 0.8448
C 0.9046 1.9713 1.1136
C 1.7388 3.0640 0.4612
C 0.9573 4.3704 0.4074
C 2.2701 2.6807 -0.9101
C 1.5176 0.9921 1.9260
C 2.9869 1.0321 1.9906
N 3.7594 1.9334 2.7620
C 3.3074 3.2171 3.2957
C 3.8411 4.4291 2.7870
C 5.0955 4.4730 1.9055
C 6.3444 4.3357 2.7709
C 5.1727 5.7030 0.9960
C 3.1951 5.6207 3.1216
C 2.0549 5.6327 3.9117
C 1.5876 4.4483 4.4700
C 2.2246 3.2336 4.2119
C 1.8006 1.9665 4.9385
C 0.2857 1.8711 5.1585
C 2.6278 1.6342 6.1849
N 5.0632 1.7210 2.4997
N 5.1330 0.6465 1.6628
C 6.4705 0.3139 1.1684
C 6.9600 1.0127 0.0424
C 6.0820 2.0008 -0.7220
C 5.5457 1.4452 -2.0348
C 6.8188 3.3096 -0.9811
C 8.2882 0.8330 -0.3574
C 9.1501 0.0500 0.4006
C 8.6727 -0.6070 1.5283
C 7.3548 -0.4516 1.9531
C 6.9795 -1.0591 3.3028
C 5.6514 -1.7945 3.2966
C 6.9928 0.0191 4.3843
C 3.8289 0.2174 1.3277
C 3.3831 -1.0144 0.6684
C 0.7743 -0.0601 2.5496
C 1.5097 -1.0564 3.4748
C 2.3167 -2.1135 2.7677
C 0.7233 -1.6687 4.6342
C -0.6095 -0.0591 2.3145
H -1.9387 -0.3052 -0.9070
H -3.6267 0.1653 -0.9510
H -2.3590 1.4159 -1.1115
H -3.0319 -0.2521 1.3908
H -3.4243 2.1024 2.3615
H -3.3229 2.7292 0.6920
H -4.5869 1.5579 1.1435
H -0.9066 2.5522 0.1375
H 2.6019 3.2394 1.1172
H 0.4803 4.5712 1.3773
H 1.6342 5.1962 0.1580
H 0.1800 4.3019 -0.3675
H 2.8112 1.7278 -0.8895
H 1.4369 2.5916 -1.6220
H 2.9514 3.4612 -1.2708
H 5.0585 3.5867 1.2510
H 6.3886 3.3057 3.1474
H 7.2602 4.5411 2.1986
H 6.2866 5.0382 3.6165
H 4.3256 5.7198 0.2939
H 5.1718 6.6333 1.5826
H 6.1020 5.6882 0.4086
H 3.5723 6.5631 2.7309
H 1.5681 6.5814 4.1299
H 0.7046 4.4716 5.1067
H 2.0632 1.1869 4.2226
H -0.2201 1.9535 4.1844
H 0.0263 0.8959 5.5928
H -0.0984 2.6572 5.8282
H 3.6996 1.6868 5.9448
H 2.4082 2.3189 7.0176
H 2.4125 0.6058 6.5114
H 5.2257 2.2037 -0.0674
H 4.9056 0.5714 -1.8693
H 4.9625 2.2184 -2.5509
H 6.3724 1.1455 -2.6913
H 7.3082 3.6661 -0.0678
H 7.5922 3.1592 -1.7448
H 6.1310 4.0899 -1.3307
H 8.6678 1.3022 -1.2724
H 10.1958 -0.0647 0.1080
H 9.3430 -1.2763 2.0778
H 7.7687 -1.7871 3.5312
H 5.5554 -2.4570 2.4293
H 5.5390 -2.3900 4.2114
H 4.8481 -1.0527 3.2658
H 8.0113 0.3899 4.5399
H 6.3748 0.8610 4.0515
H 6.5915 -0.3539 5.3323
H 4.2589 -1.6218 0.3768
H 2.7218 -0.8692 -0.1960
H 2.2662 -0.4333 3.9752
H 2.6975 -1.6737 1.6789
H 3.1997 -2.3441 3.3773
H 1.7900 -3.0636 2.6051
H -0.0246 -0.9735 5.0280
H 0.2141 -2.5900 4.3131
H 1.4208 -1.8771 5.4603
H -1.2445 -0.7447 2.8848
F 2.0846 -3.8580 -0.4787
C 0.8778 -3.9639 0.1893
F -0.0285 -4.5795 -0.6259
F 1.0818 -4.8089 1.2591
S 0.4509 -2.3052 0.6002
N -1.3613 -2.8302 0.9733
C -1.9225 -3.1806 2.2067
O -1.4109 -3.2831 3.3140
C -3.3603 -3.4178 1.9419
C -3.5876 -3.2902 0.5860
C -4.8749 -3.4303 0.0586
C -5.8879 -3.8259 0.9461
C -5.6792 -3.8896 2.3406
C -4.3964 -3.6424 2.8457
C -2.3229 -2.8652 -0.0702
O -2.1632 -2.5551 -1.2453
H -5.0399 -3.2409 -1.0027
H -6.8777 -4.0348 0.5537
H -6.5275 -4.0878 3.0099
H -4.2025 -3.6063 3.9201
```

Calculated values
F_max: 4.76 eV/A
Frontier orbital gap: 4.981 eV
LUMO: -0.0171 Eh
Spin multiplicity: 1
Energy: -82949.166 eV
Highest occupied orbital energy: -5.45 eV

Results of the Löwdin charge analysis, in e, for atoms 1 through 6: -0.062 -0.373 -0.063 -0.174 0.021 -0.102